(1)
{"formula": "C5H5N", "method": "ωB97M-V/def2-TZVPD", "smiles": "CC=C=CC#N", "e_homo_ev": -8.92, "multiplicity": 1, "charge": 0, "e_tot_ev": -6751.2111, "elements": ["C", "C", "C", "C", "C", "N", "H", "H", "H", "H", "H"], "positions_angstrom": [[3.62, -0.25, 0.15], [1.27, -0.09, 0.56], [0.04, 0.49, 0.31], [2.56, -0.40, 1.02], [-1.24, -0.14, -0.16], [4.42, -0.01, -0.68], [0.76, 0.98, -0.45], [2.81, -0.60, 2.13], [-1.31, 0.24, -1.23], [-2.02, 0.27, 0.50], [-1.17, -1.28, -0.33]], "nbo_charge": [0.2444, 0.2430, -0.2913, -0.5089, -0.6604, -0.3223, 0.2995, 0.2819, 0.2383, 0.2462, 0.2296]}

---

(2)
{"formula": "C6H6NS", "method": "ωB97M-V/def2-TZVPD", "e_homo_ev": [-2.77, -2.28], "multiplicity": 1, "charge": -1, "e_tot_ev": -18641.1195, "elements": ["C", "C", "C", "C", "C", "C", "N", "S", "H", "H", "H", "H", "H", "H"], "positions_angstrom": [[-0.35, -1.14, 0.10], [-1.72, -0.97, 0.08], [0.80, -0.27, 0.03], [0.76, 1.09, 0.18], [2.05, -0.88, -0.09], [0.73, 2.37, -0.01], [-2.42, 0.14, -0.05], [-4.04, 0.10, -0.06], [-0.05, -2.19, 0.17], [-2.27, -1.92, 0.15], [2.95, -0.29, -0.14], [2.15, -1.95, -0.16], [0.62, 2.82, -1.00], [0.77, 3.08, 0.81]], "nbo_charge": [-0.3489, 0.0249, -0.1800, 0.1673, -0.3699, -0.5169, -0.6961, -0.1412, 0.1769, 0.1364, 0.1758, 0.1761, 0.1988, 0.1966]}